[1]
DFT (wB97M-V/def2-TZVPD) results for a molecular structure, C34H30N2O5OsPSSi.

```
75
Properties=species:S:1:pos:R:3:forces:R:3
Os 0.49221 -1.34441 -0.52502 0.21 -0.03 -0.42
O 2.52372 -1.46465 0.02554 0.03 -0.02 -0.25
C 3.48342 -1.29513 -0.76864 -0.07 -0.05 0.09
C 3.45291 -1.03707 -2.15810 -0.04 0.01 -0.09
C 4.70287 -0.78396 -2.77727 -0.03 -0.02 0.13
C 4.76172 -0.53178 -4.10723 -0.10 0.04 -0.11
C 3.59829 -0.53297 -4.90859 0.15 0.02 0.05
C 2.38618 -0.78303 -4.34467 -0.10 -0.02 0.10
C 2.25743 -1.04279 -2.95026 0.25 -0.12 0.00
O 1.08589 -1.29448 -2.48952 0.05 0.14 -0.06
N 6.06192 -0.25528 -4.72948 0.02 -0.12 -0.03
O 6.07006 -0.04543 -5.92407 0.00 0.04 0.01
O 7.04133 -0.26789 -4.01238 -0.01 0.04 0.01
H 4.47560 -1.34102 -0.30809 0.00 0.02 0.00
H 5.61305 -0.78679 -2.19164 0.01 0.00 -0.01
H 3.69732 -0.33506 -5.96647 0.00 0.00 0.00
H 1.47864 -0.79697 -4.93206 0.01 0.00 -0.02
C -2.92353 1.87859 -3.95841 -0.02 -0.02 -0.03
Si -2.77884 2.70764 -2.29737 0.03 0.02 0.01
C -2.83862 4.56435 -2.46771 -0.01 0.01 0.00
C -4.09028 2.11258 -1.10631 -0.03 0.00 0.02
C -1.09241 2.27690 -1.53055 0.01 -0.22 -0.06
C -0.16266 3.24195 -1.18545 0.10 0.05 0.08
C 1.05429 2.92807 -0.56105 -0.08 0.11 -0.06
C 1.33052 1.61835 -0.28411 -0.11 -0.16 -0.03
N 0.44784 0.66295 -0.63261 0.10 0.41 -0.04
C -0.71764 0.95594 -1.23287 -0.10 0.33 -0.15
S -1.57457 -0.53420 -1.46986 0.12 -0.01 0.17
H -3.85183 2.17921 -4.44952 0.00 0.00 0.00
H -2.92886 0.79088 -3.87308 0.01 0.00 0.01
H -2.09553 2.16048 -4.61175 0.00 0.01 0.00
H -3.80372 4.86221 -2.88309 0.00 -0.01 0.00
H -2.06671 4.93810 -3.14370 0.00 0.00 0.00
H -2.72962 5.07250 -1.50704 0.00 0.00 0.00
H -5.07967 2.44701 -1.42583 0.00 -0.01 -0.01
H -3.91807 2.50876 -0.10236 -0.02 0.00 -0.03
H -4.11014 1.02316 -1.04403 0.00 0.00 0.01
H -0.38271 4.28376 -1.38662 0.01 0.00 -0.01
H 1.76217 3.69901 -0.29434 0.00 0.00 0.01
H 2.23259 1.28799 0.21200 0.01 0.01 0.01
O 0.14656 -3.58483 -0.71392 -0.02 -0.21 -0.17
C -0.61528 -2.88239 -0.09070 -0.14 -0.08 0.67
C -1.75183 -3.00806 0.81375 0.04 0.08 -0.07
C -2.72803 -3.99195 0.78007 -0.07 0.01 0.02
C -3.75827 -3.91022 1.70601 0.02 0.03 0.01
C -3.78269 -2.88386 2.64678 0.02 -0.02 -0.04
C -2.77549 -1.92372 2.69662 0.00 0.01 0.02
C -1.75836 -1.97744 1.76327 0.07 -0.16 -0.12
P -0.18139 -1.05281 1.67912 -0.35 -0.11 0.26
C 0.75593 -1.84995 3.00564 0.10 0.02 -0.06
C 1.65477 -2.86643 2.69148 -0.06 0.05 0.03
C 2.29379 -3.56368 3.70722 0.00 -0.01 -0.02
C 2.03787 -3.24726 5.03189 0.01 -0.01 0.02
C 1.13860 -2.23638 5.34942 0.00 0.00 0.01
C 0.49554 -1.53955 4.34137 -0.01 -0.05 0.02
C -0.47500 0.64237 2.21834 -0.04 -0.03 -0.01
C -1.59710 1.32420 1.74873 -0.03 0.00 0.05
C -1.77249 2.66243 2.06485 0.02 -0.01 0.05
C -0.83440 3.32099 2.84910 -0.02 0.00 0.00
C 0.28406 2.64484 3.31619 0.01 0.00 -0.01
C 0.47025 1.30855 2.99646 0.01 0.04 0.00
H -2.69696 -4.78076 0.04044 0.01 0.01 0.00
H -4.54858 -4.64798 1.69517 0.00 0.00 0.01
H -4.59427 -2.83861 3.36092 0.00 0.00 0.00
H -2.79256 -1.15026 3.45418 -0.01 0.00 0.00
H 1.85299 -3.10879 1.65681 0.04 -0.04 0.00
H 2.99172 -4.35319 3.46288 0.00 0.00 -0.01
H 2.53884 -3.78988 5.82251 0.00 0.00 0.00
H 0.93846 -1.99336 6.38437 0.00 0.00 0.00
H -0.20413 -0.75199 4.59382 0.00 -0.04 0.02
H -2.32572 0.81102 1.12959 0.00 0.01 0.02
H -2.64516 3.19155 1.70405 0.01 0.00 0.01
H -0.97944 4.36316 3.10157 0.00 0.00 0.00
H 1.01142 3.15726 3.93172 0.00 0.00 0.00
H 1.34183 0.77952 3.36390 -0.01 0.06 -0.03
```
Forces are in eV/Å.

Calculated values
LUMO, eV: -3.436
Largest force on an atom, eV Å⁻¹: 0.691
Orbital gap, eV: 7.57
Total charge: +1
Electronic energy, hartree: -2918.871389

Partial charges, Löwdin, in e: atom 1 (Os): 1.24, atom 2 (O): -0.17, atom 3 (C): -0.14, atom 4 (C): -0.11, atom 5 (C): 0.06, atom 6 (C): -0.13, atom 7 (C): 0.04, atom 8 (C): 0.03, atom 9 (C): -0.31, atom 10 (O): -0.20, atom 11 (N): -0.36, atom 12 (O): 0.09, atom 13 (O): 0.09, atom 14 (H): 0.15, atom 15 (H): 0.13, atom 16 (H): 0.13, atom 17 (H): 0.13, atom 18 (C): -0.17, atom 19 (Si): 0.51, atom 20 (C): -0.18, atom 21 (C): -0.17, atom 22 (C): -0.21, atom 23 (C): -0.04, atom 24 (C): -0.03, atom 25 (C): -0.10, atom 26 (N): -0.19, atom 27 (C): -0.69, atom 28 (S): 0.79, atom 29 (H): 0.04, atom 30 (H): 0.02, atom 31 (H): 0.04, atom 32 (H): 0.04, atom 33 (H): 0.04, atom 34 (H): 0.04, atom 35 (H): 0.04, atom 36 (H): 0.02, atom 37 (H): 0.02, atom 38 (H): 0.11, atom 39 (H): 0.12, atom 40 (H): 0.13, atom 41 (O): 0.07, atom 42 (C): -0.53, atom 43 (C): -0.23, atom 44 (C): 0.02, atom 45 (C): -0.04, atom 46 (C): -0.03, atom 47 (C): -0.04, atom 48 (C): -0.27, atom 49 (P): 1.01, atom 50 (C): -0.32, atom 51 (C): -0.08, atom 52 (C): -0.06, atom 53 (C): -0.06, atom 54 (C): -0.06, atom 55 (C): -0.09, atom 56 (C): -0.34, atom 57 (C): -0.09, atom 58 (C): -0.06, atom 59 (C): -0.06, atom 60 (C): -0.06, atom 61 (C): -0.09, atom 62 (H): 0.13, atom 63 (H): 0.12, atom 64 (H): 0.12, atom 65 (H): 0.12, atom 66 (H): 0.09, atom 67 (H): 0.11, atom 68 (H): 0.11, atom 69 (H): 0.11, atom 70 (H): 0.11, atom 71 (H): 0.10, atom 72 (H): 0.10, atom 73 (H): 0.11, atom 74 (H): 0.11, atom 75 (H): 0.11


[2]
DFT (wB97M-V/def2-TZVPD) results for a gas-phase ion, C34H30NO3 (charge +1) at a distorted geometry.

```
68
Properties=species:S:1:pos:R:3:forces:R:3
C 6.28096 2.26758 3.90479 -0.08 -0.66 0.02
O 6.15018 0.83518 3.91538 -0.45 -0.16 -0.15
C 4.91477 0.26159 3.91561 -0.73 0.43 0.26
C 4.85160 -1.14951 3.88217 0.49 0.79 -0.10
C 3.63401 -1.79478 3.91414 -0.95 0.10 0.11
C 2.41617 -1.06482 4.00514 0.97 0.64 -0.16
C 1.14677 -1.76302 4.15800 -1.16 -0.13 0.56
C -0.00182 -1.17237 4.59451 1.56 -0.44 -0.49
C -1.25828 -1.89639 4.80499 -1.37 -3.24 0.60
C -2.51878 -1.13143 4.48416 -0.06 0.44 -0.82
C -3.71858 -1.83120 4.25421 0.04 0.36 0.79
C -4.91978 -1.15087 4.15500 -0.70 0.52 -0.32
C -4.96361 0.25975 4.07860 0.81 0.24 0.20
O -6.18112 0.85906 3.96710 0.34 -0.43 0.08
C -6.29788 2.28383 3.88460 0.05 -0.32 -0.01
C -3.73786 0.96463 4.11976 -0.60 -0.41 -0.19
C -2.53817 0.27615 4.28826 -0.34 -0.90 0.72
C -1.35278 -2.59922 6.43279 2.31 -1.21 1.28
C -0.83796 -1.59226 7.43031 0.50 1.89 1.57
O -1.54965 -0.72773 7.95472 0.13 -1.28 -1.05
C 0.62922 -1.52056 7.77888 0.98 -0.02 -0.24
C 1.07235 -0.38267 8.50325 0.33 -0.06 -0.24
C 2.43061 -0.06882 8.62793 -0.03 -0.52 -0.26
C 3.40198 -0.88988 8.02339 -0.25 -0.13 0.02
C 2.99372 -2.05950 7.37573 -0.42 -0.46 -0.08
C 1.62047 -2.40245 7.29495 0.43 0.64 0.01
N -2.57520 -3.25820 6.99589 -1.79 0.87 0.51
C -2.83606 -4.53799 6.54748 -1.35 0.27 -0.51
C -4.11092 -5.06705 6.60039 1.17 -0.24 -0.16
C -5.17787 -4.41764 7.27286 0.47 0.83 -0.20
C -6.52569 -4.83567 7.25322 -0.61 0.39 0.49
C -7.50404 -4.08764 7.91672 0.93 -0.90 -0.57
C -7.14732 -2.91344 8.58540 0.56 0.47 0.20
C -5.84238 -2.46791 8.57087 -0.16 0.39 0.45
C -4.81672 -3.18499 7.92563 -0.39 -1.11 -0.54
C -3.52418 -2.64725 7.78025 0.36 -0.72 -1.39
C 2.48828 0.35727 4.01334 0.13 -1.13 0.06
C 3.70654 1.01562 3.98465 0.77 -0.62 -0.16
H 7.35222 2.42760 3.87848 0.03 0.15 0.00
H 5.81727 2.71515 3.02579 -0.05 -0.09 -0.06
H 5.86043 2.70439 4.80834 -0.04 0.03 0.10
H 5.79275 -1.69434 3.81629 -0.26 0.07 0.04
H 3.60691 -2.89746 3.89891 -0.03 0.63 -0.02
H 1.16901 -2.86845 3.98436 -0.11 0.97 0.13
H -0.01540 -0.08955 4.75301 0.10 -0.57 0.21
H -1.24431 -2.94306 4.29839 -0.05 1.96 0.24
H -3.73619 -2.92510 4.21936 0.09 0.32 0.16
H -5.87205 -1.68662 4.12266 0.33 0.12 -0.19
H -7.37138 2.46197 3.83525 0.15 0.07 0.01
H -5.88181 2.78067 4.76489 0.01 -0.10 -0.01
H -5.82383 2.67583 2.98169 0.03 -0.08 0.02
H -3.73394 2.04595 4.02186 0.07 -0.18 -0.03
H -1.61914 0.85104 4.32343 -0.21 -0.06 0.05
H -0.60510 -3.51268 6.54103 -1.23 2.03 -0.96
H 0.34135 0.28437 8.94772 0.01 -0.11 -0.19
H 2.74783 0.82194 9.17540 -0.22 -0.30 -0.18
H 4.47614 -0.63972 8.07278 -0.75 -0.10 -0.03
H 3.74178 -2.72194 6.89620 -0.58 0.48 0.48
H 1.34615 -3.34248 6.81293 0.15 0.34 0.00
H -2.01197 -5.02525 6.03801 -0.21 0.05 0.00
H -4.25888 -5.99819 6.06007 -0.08 0.00 0.32
H -6.81455 -5.73773 6.72452 0.16 0.04 0.06
H -8.53685 -4.42520 7.93129 0.19 0.04 -0.10
H -7.90539 -2.34994 9.11623 0.09 0.04 -0.09
H -5.56201 -1.53452 9.04514 -0.19 0.01 0.10
H -3.31922 -1.69128 8.22883 0.41 0.19 -0.32
H 1.56170 0.92732 4.04900 0.31 0.00 -0.03
H 3.73744 2.09851 3.99887 0.00 -0.11 -0.01
```
Forces are in eV/Å.

Calculated values
LUMO, eV: -4.026
Largest force on an atom, eV Å⁻¹: 3.566
Structure (SMILES): COc1ccc(/C=C/[C@H](c2ccc(OC)cc2)[C@@H](C(=O)c2ccccc2)[n+]2ccc3ccccc3c2)cc1
Orbital gap, eV: 5.99
Total charge: +1
Electronic energy, hartree: -1593.789519

Partial charges, natural (NBO), in e: atom 1 (C): -0.25, atom 2 (O): -0.49, atom 3 (C): 0.34, atom 4 (C): -0.27, atom 5 (C): -0.15, atom 6 (C): -0.16, atom 7 (C): -0.10, atom 8 (C): -0.27, atom 9 (C): -0.17, atom 10 (C): -0.13, atom 11 (C): -0.18, atom 12 (C): -0.27, atom 13 (C): 0.34, atom 14 (O): -0.49, atom 15 (C): -0.26, atom 16 (C): -0.32, atom 17 (C): -0.10, atom 18 (C): -0.13, atom 19 (C): 0.53, atom 20 (O): -0.57, atom 21 (C): -0.11, atom 22 (C): -0.16, atom 23 (C): -0.22, atom 24 (C): -0.17, atom 25 (C): -0.22, atom 26 (C): -0.18, atom 27 (N): -0.30, atom 28 (C): 0.03, atom 29 (C): -0.19, atom 30 (C): -0.02, atom 31 (C): -0.19, atom 32 (C): -0.13, atom 33 (C): -0.20, atom 34 (C): -0.16, atom 35 (C): -0.04, atom 36 (C): 0.16, atom 37 (C): -0.09, atom 38 (C): -0.32, atom 39 (H): 0.21, atom 40 (H): 0.19, atom 41 (H): 0.18, atom 42 (H): 0.24, atom 43 (H): 0.21, atom 44 (H): 0.20, atom 45 (H): 0.21, atom 46 (H): 0.22, atom 47 (H): 0.21, atom 48 (H): 0.23, atom 49 (H): 0.21, atom 50 (H): 0.18, atom 51 (H): 0.19, atom 52 (H): 0.23, atom 53 (H): 0.21, atom 54 (H): 0.23, atom 55 (H): 0.24, atom 56 (H): 0.23, atom 57 (H): 0.23, atom 58 (H): 0.23, atom 59 (H): 0.20, atom 60 (H): 0.23, atom 61 (H): 0.25, atom 62 (H): 0.23, atom 63 (H): 0.24, atom 64 (H): 0.24, atom 65 (H): 0.23, atom 66 (H): 0.28, atom 67 (H): 0.20, atom 68 (H): 0.23


[3]
DFT (wB97M-V/def2-TZVPD) results for a molecular structure, C34H31BCdN14S at a distorted geometry.

```
82
Properties=species:S:1:pos:R:3:forces:R:3
Cd -0.72986 0.07350 -0.39166 -0.39 -0.29 -0.72
C -2.92896 -0.25403 3.45271 -0.04 0.04 -0.03
C -2.50197 -0.81135 2.24661 -0.25 0.36 0.07
N -1.76001 0.05774 1.57360 -0.31 0.15 0.33
N -1.69167 1.18743 2.31552 0.00 0.14 -0.02
C -2.39717 1.01776 3.44971 -0.06 -0.03 0.08
B -1.06736 2.52002 1.77581 -0.26 -0.12 -0.27
N -1.79667 2.93746 0.46313 0.07 0.10 0.17
C -2.58399 3.98386 0.14541 -0.05 0.02 -0.02
C -2.90837 3.89602 -1.19277 -0.04 0.02 0.03
C -2.26962 2.73866 -1.63320 0.00 -0.03 -0.01
N -1.60302 2.16584 -0.63806 0.10 0.26 0.11
N 0.44625 2.28672 1.40800 0.19 -0.21 0.12
C 1.44773 3.16714 1.58727 -0.03 0.10 -0.03
C 2.63498 2.55708 1.23569 0.01 -0.06 -0.03
C 2.25680 1.27289 0.83847 0.44 0.79 -0.76
N 0.94113 1.11410 0.93716 -0.50 2.13 -1.54
N -1.11629 3.54102 2.89821 0.22 0.03 -0.12
C -0.41306 3.42674 4.05837 -0.05 0.03 0.02
C -0.56578 4.58955 4.76237 -0.01 0.06 0.04
C -1.38985 5.38460 3.93793 -0.04 -0.04 0.05
N -1.71441 4.75578 2.82481 0.08 -0.06 0.02
H -3.54587 -0.70435 4.21089 0.02 0.02 -0.01
H -2.69891 -1.78371 1.83301 -0.14 0.09 -0.01
H -2.48328 1.80438 4.18003 -0.01 0.01 -0.06
H -2.83952 4.71648 0.88972 0.03 -0.03 -0.01
H -3.51929 4.57532 -1.76137 0.02 -0.02 0.02
H -2.26070 2.29419 -2.61736 0.00 -0.02 0.03
H 1.25736 4.16734 1.94418 -0.02 -0.07 0.05
H 3.62319 2.98302 1.26780 -0.02 -0.04 0.02
H 2.88049 0.44353 0.53576 -0.03 0.14 -0.06
H 0.14232 2.53191 4.29410 -0.02 0.02 -0.04
H -0.14403 4.83678 5.72206 -0.04 -0.01 -0.03
H -1.76342 6.38096 4.11892 0.02 -0.04 -0.02
C -1.51640 -4.71474 1.16084 -0.03 0.17 -0.06
C -1.01405 -3.31052 0.90910 0.15 -0.48 0.40
N -1.24770 -2.62090 -0.15899 0.01 0.17 -0.48
N -1.96697 -3.21421 -1.17267 0.30 -0.60 0.60
C -2.70162 -2.47701 -2.00130 -0.30 0.48 -0.45
N -3.43569 -3.14555 -2.91378 0.08 0.02 0.10
S -2.72269 -0.80490 -1.94539 -0.34 0.28 -0.35
C -0.27906 -2.64647 1.94463 0.53 -0.22 0.02
C -0.48810 -2.88580 3.30850 0.19 -0.08 0.03
C -0.02078 -2.02858 4.26721 0.03 0.08 0.02
C 0.69464 -0.85930 3.86851 -0.32 -0.38 0.14
C 1.00254 -0.67257 2.57394 0.61 -0.71 0.94
N 0.60326 -1.59140 1.60316 0.03 -0.43 0.20
H -2.58717 -4.72060 1.37922 -0.01 -0.01 -0.04
H -1.33979 -5.36649 0.30342 0.01 0.02 -0.04
H -0.98881 -5.16780 1.99357 -0.02 0.01 0.04
H -2.08214 -4.21698 -1.18960 0.07 -0.09 0.12
H -3.59273 -4.13832 -2.86116 0.03 -0.01 0.01
H -4.04544 -2.60550 -3.50291 0.01 0.02 0.00
H -1.09132 -3.73503 3.59864 -0.04 0.02 -0.03
H -0.20981 -2.21769 5.31406 -0.05 -0.02 -0.02
H 1.00735 -0.12779 4.59903 0.09 -0.02 -0.01
H 1.58954 0.15870 2.20985 -0.16 -1.35 1.21
C 1.98634 0.43926 -4.66911 -1.51 0.53 -0.67
C 1.32722 -0.74212 -4.36171 -2.03 0.47 -1.15
C 0.63381 -0.82193 -3.16982 -0.99 0.51 -1.01
N 0.57374 0.19426 -2.30150 -0.84 0.78 -0.44
C 1.20590 1.33259 -2.60268 -0.81 0.17 -0.37
C 1.92159 1.49594 -3.77367 -0.66 0.62 -0.47
H 2.54383 0.53515 -5.59183 -0.12 0.03 -0.06
H 1.34279 -1.58888 -5.03408 -0.10 0.18 0.01
H 0.10472 -1.72569 -2.89144 -0.10 0.10 -0.07
H 1.12746 2.13311 -1.87578 0.00 0.01 0.04
H 2.42036 2.43394 -3.97545 0.00 0.01 0.01
N 5.25036 -1.97995 -6.50490 -0.02 0.04 -0.05
C 4.63013 -1.89821 -5.54140 -0.16 0.04 0.18
C 3.85643 -1.80733 -4.32841 0.60 -0.22 0.12
C 3.24309 -2.94698 -3.81201 0.02 -0.09 0.10
C 2.54168 -2.87479 -2.62344 0.24 -0.28 -0.06
C 2.44897 -1.66620 -1.92885 1.52 -0.10 0.65
C 3.03304 -0.52194 -2.47296 2.68 -1.01 1.92
C 3.73755 -0.59158 -3.66054 1.34 -0.73 1.08
C 1.80310 -1.62638 -0.64934 0.28 -0.19 -0.46
C 1.22432 -1.59381 0.39920 0.02 -0.37 0.72
H 3.33374 -3.88565 -4.34227 -0.02 0.00 0.02
H 2.07370 -3.76029 -2.21410 0.00 -0.01 0.00
H 2.93180 0.42749 -1.96204 0.68 -0.66 0.12
H 4.20009 0.29504 -4.07257 0.21 -0.16 0.14
```
Forces are in eV/Å.

Calculated values
LUMO (alpha / beta), eV: -2.853 / -3.485
Largest force on an atom, eV Å⁻¹: 3.449
Spin multiplicity: 2
Orbital gap (alpha / beta), eV: 6.20 / 7.76
Total charge: +1
Electronic energy, hartree: -2671.316401

Partial charges, natural (NBO), in e: atom 1 (Cd): 1.70, atom 2 (C): -0.34, atom 3 (C): -0.01, atom 4 (N): -0.45, atom 5 (N): -0.35, atom 6 (C): 0.01, atom 7 (B): 0.95, atom 8 (N): -0.35, atom 9 (C): 0.01, atom 10 (C): -0.34, atom 11 (C): -0.02, atom 12 (N): -0.46, atom 13 (N): -0.34, atom 14 (C): 0.00, atom 15 (C): -0.33, atom 16 (C): -0.07, atom 17 (N): -0.43, atom 18 (N): -0.40, atom 19 (C): -0.05, atom 20 (C): -0.33, atom 21 (C): -0.04, atom 22 (N): -0.28, atom 23 (H): 0.24, atom 24 (H): 0.21, atom 25 (H): 0.24, atom 26 (H): 0.27, atom 27 (H): 0.24, atom 28 (H): 0.22, atom 29 (H): 0.25, atom 30 (H): 0.25, atom 31 (H): 0.23, atom 32 (H): 0.22, atom 33 (H): 0.24, atom 34 (H): 0.22, atom 35 (C): -0.69, atom 36 (C): 0.21, atom 37 (N): -0.33, atom 38 (N): -0.44, atom 39 (C): 0.30, atom 40 (N): -0.78, atom 41 (S): -0.30, atom 42 (C): 0.11, atom 43 (C): -0.20, atom 44 (C): -0.18, atom 45 (C): -0.26, atom 46 (C): 0.06, atom 47 (N): -0.43, atom 48 (H): 0.24, atom 49 (H): 0.22, atom 50 (H): 0.25, atom 51 (H): 0.38, atom 52 (H): 0.40, atom 53 (H): 0.43, atom 54 (H): 0.23, atom 55 (H): 0.23, atom 56 (H): 0.23, atom 57 (H): 0.25, atom 58 (C): -0.15, atom 59 (C): -0.19, atom 60 (C): 0.02, atom 61 (N): -0.60, atom 62 (C): 0.04, atom 63 (C): -0.28, atom 64 (H): 0.24, atom 65 (H): 0.23, atom 66 (H): 0.22, atom 67 (H): 0.23, atom 68 (H): 0.24, atom 69 (N): -0.26, atom 70 (C): 0.25, atom 71 (C): -0.18, atom 72 (C): -0.16, atom 73 (C): -0.20, atom 74 (C): -0.03, atom 75 (C): -0.19, atom 76 (C): -0.15, atom 77 (C): -0.05, atom 78 (C): 0.17, atom 79 (H): 0.24, atom 80 (H): 0.23, atom 81 (H): 0.24, atom 82 (H): 0.25